# 1
Formula: C6H9N2O2
Source: OMol25
Level of theory: wB97M-V/def2-TZVPD

The geometry in XYZ format:
```
19
Properties=species:S:1:pos:R:3
C -0.8721 1.2885 -3.9894
C -0.5872 1.6415 -0.4762
C -0.4401 -0.0575 -1.8786
C -0.8444 1.1083 -2.5075
N -0.3195 0.3183 -0.5447
N -0.8066 2.1593 -1.6802
H -0.0565 -0.3289 0.2430
H -0.4738 2.1609 0.4599
H -0.2604 -1.0919 -2.0949
H -1.3860 2.2277 -4.2377
H -1.4726 0.5643 -4.5494
H 0.1042 1.2893 -4.4743
C 2.0192 -0.8825 3.1464
C 0.7557 -1.5980 2.6626
O 0.2854 -1.2004 1.5410
O 0.1817 -2.4112 3.4104
H 2.8649 -1.1350 2.5126
H 2.1663 -1.2206 4.1756
H 1.8713 0.1936 3.1388
```

Its total charge is -1. The value obtained for the max |F| is 3.0 eV Å⁻¹. For the LUMO energy, the calculation gives 3.630 eV. Its energy relative to the best compared isomer or geometry (same formula, charge and spin) is 10.4 kcal per mole. The HOMO energy is -4.751 eV. For the electronic energy, the calculation gives -13445.313 eV.

=====

# 2
Formula: C6H9N2O2
Source: OMol25
Level of theory: wB97M-V/def2-TZVPD

The geometry in XYZ format:
```
19
Properties=species:S:1:pos:R:3
C 2.5137 -1.3301 -2.3892
C -0.9519 -0.1091 -1.8972
C 0.7788 -0.9632 -0.7111
C 1.0851 -1.0386 -2.0302
N -0.6142 -0.6240 -0.6621
N 0.1190 -0.3349 -2.7547
H -0.9644 -0.2294 0.4266
H -1.8501 0.2791 -2.1502
H 1.4000 -1.1861 0.0979
H 2.6896 -2.2682 -2.9723
H 3.1180 -1.1402 -1.6004
H 2.7121 -0.5873 -3.0412
C 0.2292 1.8134 1.9523
C -0.9160 0.9431 2.4558
O -1.4955 0.0844 1.7598
O -1.1944 1.1696 3.6665
H 0.9331 1.2361 1.3462
H 0.8054 2.1267 2.7312
H -0.2906 2.5567 1.3879
```

Its total charge is -1. The value obtained for the max |F| is 7.8 eV Å⁻¹. For the LUMO energy, the calculation gives 3.674 eV. Its energy relative to the best compared isomer or geometry (same formula, charge and spin) is 46.1 kcal per mole. The HOMO energy is -4.782 eV. For the electronic energy, the calculation gives -13443.765 eV.

=====

# 3
Formula: C6H9N2O2
Source: OMol25
Level of theory: wB97M-V/def2-TZVPD

The geometry in XYZ format:
```
19
Properties=species:S:1:pos:R:3
C 2.3373 1.6888 -0.0624
C 1.9454 2.1066 -1.4888
O 0.7958 1.7665 -1.8924
O 2.8038 2.7542 -2.1131
H 2.0297 2.3731 0.7309
H 3.4248 1.5991 0.0143
H 1.9617 0.7007 0.2262
C -2.3219 -1.3118 1.9533
C -0.5495 -1.8639 -1.1182
C -0.9074 -0.1439 0.2052
C -1.5339 -1.2953 0.6815
N -0.3008 -0.5658 -0.9404
N -1.3126 -2.3494 -0.1268
H 0.3760 -0.0415 -1.5019
H -0.2737 -2.4282 -1.9919
H -0.8407 0.8765 0.5328
H -1.7259 -1.5179 2.8471
H -3.1475 -2.0261 1.9483
H -2.7608 -0.3218 2.0964
```

Its total charge is -1. The value obtained for the max |F| is 1.8 eV Å⁻¹. For the LUMO energy, the calculation gives 3.595 eV. Its energy relative to the best compared isomer or geometry (same formula, charge and spin) is 9.8 kcal per mole. The HOMO energy is -4.580 eV. For the electronic energy, the calculation gives -13445.336 eV.

=====

# 4
Formula: C6H9N2O2
Source: OMol25
Level of theory: wB97M-V/def2-TZVPD

The geometry in XYZ format:
```
19
Properties=species:S:1:pos:R:3
C 2.5072 0.8387 0.4534
C 0.1403 0.3206 0.3990
C 2.2784 -0.6502 0.1539
C -2.4658 0.3507 -0.0454
C -2.1051 1.5042 0.7860
C 0.2652 -1.6654 -1.0843
N 0.7785 -0.7311 -0.0962
N -1.1531 0.5617 0.2936
O 3.3122 1.6952 0.3759
O 0.9529 1.2670 0.7052
H 2.9498 -0.9530 -0.6219
H 2.4741 -1.1470 1.1165
H -3.0120 -0.4573 0.4068
H -2.9454 0.5919 -1.0479
H -2.0920 2.5479 0.4245
H -2.2191 1.4450 1.9514
H 0.2613 -2.6562 -0.7514
H -0.7048 -1.3182 -1.4195
H 0.7775 -1.5446 -1.9997
```

Its total charge is +1. The value obtained for the max |F| is 4.3 eV Å⁻¹. For the LUMO energy, the calculation gives -3.612 eV. The SMILES is CN1CC(=O)OC1=[N+]1CC1. Its energy relative to the best compared isomer or geometry (same formula, charge and spin) is 70.0 kcal per mole. The HOMO energy is -14.364 eV. For the electronic energy, the calculation gives -13434.011 eV.

=====

# 5
Formula: C6H9N3
Source: OMol25
Level of theory: wB97M-V/def2-TZVPD

The geometry in XYZ format:
```
18
Properties=species:S:1:pos:R:3
C -2.4404 1.3876 3.7545
C -3.5525 2.2666 4.2027
N -4.3627 3.0051 4.5354
H -1.6812 1.9042 3.1673
H -2.9994 0.7012 3.1186
H -2.0181 0.9006 4.6335
C 2.8329 -1.1898 -3.7930
C 2.8145 -2.4969 -4.3152
N 2.8337 -3.5466 -4.8188
H 3.8581 -0.8247 -3.8543
H 2.4605 -1.1480 -2.7694
H 2.3308 -0.4642 -4.4329
C -0.0829 -0.2069 0.5711
C 0.0762 0.1912 -0.8656
N 0.1664 0.3937 -1.9743
H 0.8413 -0.6924 0.8845
H -0.8968 -0.8927 0.8063
H -0.1804 0.7118 1.1494
```

As for the expectation value of S²: 0.7502. Its total charge is -1. The value obtained for the max |F| is 3.8 eV Å⁻¹. As for the multiplicity: 2. For the LUMO energy (spin up / spin down), the calculation gives 3.030 / 3.005 eV. Its energy relative to the best compared isomer or geometry (same formula, charge and spin) is 0.0 kcal per mole. The HOMO energy (spin up / spin down) is 0.401 / -8.864 eV. For the electronic energy, the calculation gives -10836.367 eV.

=====

# 6
Formula: C6H9N3
Source: OMol25
Level of theory: wB97M-V/def2-TZVPD

The geometry in XYZ format:
```
18
Properties=species:S:1:pos:R:3
C 0.8007 1.9170 1.1935
C 0.1878 -2.1716 0.0212
N 0.8875 0.8284 0.2651
C 0.5525 0.8387 -0.9698
C -0.5963 -0.9304 0.3778
N 1.0224 1.0436 -2.1118
N -1.1457 -0.6325 1.4840
C -1.1847 -0.2448 -0.8842
C -2.2004 -0.3248 -1.5684
H 1.8423 1.6329 -2.1941
H -0.4955 -0.6534 2.2684
H 0.5632 2.8618 0.6936
H 0.0250 1.6842 1.9352
H 1.7388 2.0607 1.7338
H -0.4750 -3.0368 0.0744
H 1.0341 -2.2421 0.7052
H 0.5821 -2.1352 -0.9917
H -3.1389 -0.4955 -2.0323
```

The value obtained for the max |F| is 5.4 eV Å⁻¹. For the LUMO energy (spin up / spin down), the calculation gives -0.635 / -0.634 eV. Its energy relative to the best compared isomer or geometry (same formula, charge and spin) is 140.2 kcal per mole. The HOMO energy (spin up / spin down) is -8.651 / -8.654 eV. For the electronic energy, the calculation gives -10831.549 eV.